# 1
# C38H40LiN6O2SSbSe4

A molecular structure, C38H40LiN6O2SSbSe4 (ωB97M-V/def2-TZVPD, the OMol25 dataset).

Geometry as XYZ:
```
93
Properties=species:S:1:pos:R:3:forces:R:3
Sb 0.3372 -5.3860 -1.0243 -0.419 0.179 0.188
Se 0.9745 -3.2930 -2.2837 0.094 0.269 -0.102
Se -1.5941 -5.1952 0.3890 0.223 -0.103 -0.036
Se 2.2433 -6.7272 -0.5202 -0.033 -0.120 -0.068
Se -0.3764 -4.9270 -3.4556 0.194 -0.157 0.092
S -3.7108 -0.3544 -0.9397 0.059 -0.272 0.169
O 2.5018 -0.9125 -0.5816 -0.091 0.102 -0.494
O -0.4710 -7.0427 4.7747 -0.790 -0.382 0.869
N 3.1814 -1.7856 4.8210 0.685 1.200 0.395
N 0.3343 -1.5316 0.7937 -0.725 0.158 0.048
N -4.7625 1.7131 -2.2488 0.087 0.010 0.210
N 2.7549 -2.5922 5.6573 -0.294 -0.886 -0.836
N 0.0345 1.2587 -1.8309 0.052 -0.571 -0.283
N -2.6651 0.9303 -3.0165 -0.059 -0.166 0.412
C 3.9362 -1.2914 2.6695 -0.594 0.226 -1.340
C 0.7042 2.8126 -3.6872 -0.478 1.331 0.212
C -0.8240 -1.9331 2.8705 -0.428 0.143 -1.149
C 0.7526 4.1549 0.6157 -0.722 1.124 -0.899
C 1.0748 -5.5246 3.9198 0.678 0.119 -0.909
C 1.0112 4.4747 -5.5184 -0.880 1.055 0.051
C -1.4569 -7.2750 5.7801 -0.214 0.907 -0.551
C 1.9123 -3.7058 5.2662 0.338 0.237 0.147
C 0.9924 3.0637 -5.0421 -0.797 -0.569 1.032
C 0.3355 3.5437 1.9030 -0.183 0.085 1.211
C -1.4091 3.2071 -1.1607 -0.415 -0.238 0.850
C -4.6981 2.6561 -3.1593 0.817 -1.027 0.272
C -0.4193 5.0986 0.1564 1.828 -0.861 -0.778
C 1.0653 -0.5035 -6.3510 1.475 1.449 1.502
C 1.9280 -4.4348 4.0686 -0.010 0.254 -0.775
C -1.6578 4.2807 -0.0527 -1.163 -1.099 -0.889
C 1.0754 -4.0954 6.2858 -0.442 0.621 0.694
C 3.8862 -1.1209 1.2769 0.450 -0.333 2.200
C 1.0814 1.9946 -5.9241 0.047 -0.105 -0.521
C -3.7391 0.8026 -2.1028 0.219 0.666 -1.140
C 1.5884 -1.6250 2.8480 -1.866 -0.749 0.378
C -0.5461 1.6273 0.5560 0.275 0.339 -0.763
C -2.0690 3.5399 1.2326 0.606 0.145 -0.418
C 1.5142 -1.4570 1.4622 -0.426 -0.155 0.376
C -0.2111 2.2993 -0.8145 -0.142 -0.158 0.038
C 2.6804 -1.1540 0.6515 -1.853 0.025 -1.518
C 0.2414 -5.9025 4.9544 0.109 0.126 0.386
C -3.6376 2.7884 -4.0777 -0.078 0.044 -0.099
C 1.0330 3.1308 -0.4784 0.633 -1.001 0.625
C 0.3391 -1.8434 3.5509 1.365 0.755 0.045
C 0.9218 0.7160 -5.4108 -0.483 -1.033 0.137
C -0.8760 2.6656 1.6438 0.111 -0.273 0.260
C -2.5845 1.9022 -3.9396 -1.259 0.392 0.066
C 0.5979 0.5080 -4.0707 0.144 -1.146 -0.311
C 0.4219 1.5299 -3.1095 0.462 1.102 0.454
C 0.1923 -5.1523 6.1250 0.436 0.394 -0.254
C 2.8371 -1.5914 3.4733 1.443 -0.164 -0.110
C -0.7832 -1.7806 1.4374 -0.157 -0.070 0.399
Li 0.6509 -0.5560 -1.0429 0.210 -0.006 -0.018
H -2.2246 -6.4815 5.7378 0.007 -0.441 -0.203
H -2.5001 4.8806 -0.4353 0.178 0.138 0.328
H -1.1150 -7.2627 6.8017 0.801 0.000 0.363
H 0.1189 4.3136 2.6877 -0.047 -0.307 -0.630
H -0.0748 5.5566 -0.7762 -0.273 0.087 -0.193
H -1.8201 0.3690 -2.8041 -0.418 0.471 -0.015
H -2.3066 2.5604 -1.2800 0.531 0.521 0.423
H -1.3915 0.9590 0.4594 -0.210 -0.351 -0.201
H -1.0786 2.1016 2.5499 -0.331 -0.048 0.255
H 1.6870 4.6022 -6.3502 0.465 0.181 -0.156
H 1.2034 2.0808 -7.0116 0.138 0.367 0.446
H 0.8564 -0.2067 -7.3544 -0.133 0.050 -0.797
H -1.2993 3.7008 -2.1051 0.318 0.355 -0.649
H -1.7101 -1.8201 0.8328 0.660 -0.044 0.438
H -2.3183 4.2898 1.9839 0.020 -0.092 0.372
H 0.0180 4.8208 -5.9062 0.511 -0.507 0.266
H -0.5077 5.8905 0.8603 -0.405 0.717 0.836
H 1.0208 -6.0673 2.9581 0.118 0.289 0.664
H -1.6980 1.9840 -4.5376 0.395 -0.291 -0.116
H -0.5349 -5.3167 6.8802 -0.334 -0.321 0.542
H 1.1369 2.9635 2.3329 0.413 -0.508 0.079
H 0.5480 3.7142 -3.0584 0.265 -0.699 -0.561
H 4.7471 -0.9544 0.6838 0.819 0.237 -0.291
H 1.0890 -3.4487 7.1986 -0.117 -0.820 -0.772
H 4.8975 -1.1754 3.0744 1.039 -0.056 1.055
H -1.7771 -2.0732 3.3792 0.215 0.005 -0.175
H -1.8577 -8.2489 5.6256 -0.485 -0.610 -0.507
H 0.5006 -0.5348 -3.7498 -0.087 0.192 0.026
H 0.4347 -1.2892 -6.0306 -0.700 -0.901 0.205
H 2.5244 -4.1075 3.1894 -0.378 -0.348 0.890
H 0.3523 1.0425 0.8108 -0.372 0.089 0.287
H 0.3889 -1.8062 4.6373 -0.250 -0.301 -0.201
H 1.6499 4.7427 0.7342 0.385 0.422 0.170
H -2.9412 2.9156 1.0573 -0.209 -0.034 -0.105
H 1.2304 5.1865 -4.7009 0.229 -0.355 -0.392
H 1.8335 2.3966 -0.1139 -0.822 0.975 -0.690
H -5.5176 3.3501 -3.1305 -0.324 0.325 -0.249
H 1.3741 3.6550 -1.3560 0.466 0.084 -0.208
H -3.7007 3.5563 -4.8510 0.423 -0.289 0.302
H 2.1179 -0.8437 -6.2626 -0.541 0.000 -0.290
```
Forces are in eV/Å.

The value obtained for the HOMO-LUMO gap is 6.14 eV. Its total charge is -2.



# 2
# C40H108F3N9O12

11 unconnected molecules or ions with the total composition C40H108F3N9O12 (ωB97M-V/def2-TZVPD, the OMol25 dataset).

Geometry as XYZ:
```
172
Properties=species:S:1:pos:R:3:forces:R:3
F 14.9244 -1.1549 -4.8491 -0.147 0.147 0.363
F 13.4953 -2.6775 -4.2789 0.010 -0.227 -0.119
F 13.5285 -1.8402 -6.3011 -0.549 -0.194 0.472
O 12.7026 3.2140 -5.6488 0.109 0.033 -0.906
O 7.4166 -0.1858 -3.0228 -0.050 -0.681 -0.139
O 19.2423 -1.7247 -2.4780 -0.537 -1.253 -0.326
O 14.7571 -5.5452 -7.6663 -0.083 -0.144 -0.685
O 10.0975 -3.6853 -2.5260 -0.295 0.281 -0.367
O 11.1388 -1.8013 -10.2613 0.211 0.414 -0.056
O 11.2861 1.2954 0.4729 -0.043 0.232 -0.115
O 12.8685 -0.0377 -3.1743 0.991 0.085 -0.696
O 20.8818 -0.9077 1.2648 0.207 0.593 -0.812
O 12.2855 0.5490 -5.2869 1.110 0.061 -0.136
O 7.9695 -1.1089 -7.0997 -0.027 0.146 -0.399
O 17.1468 4.9520 -3.9584 -0.077 -0.086 0.970
N 5.0854 1.1094 -7.3500 -0.758 0.533 0.031
N 22.5017 -3.4849 -2.0880 0.007 -0.758 -0.500
N 10.4073 1.8589 -2.4081 1.270 -0.235 0.106
N 13.6965 3.8869 -3.2785 -1.008 0.105 -0.440
N 11.9638 -6.5836 -7.4201 -0.481 -0.134 1.623
N 11.2703 -4.8839 -4.8908 0.726 0.465 0.183
N 20.1791 0.6448 -1.1164 -0.178 -0.357 -0.048
N 11.7699 3.9704 -0.5992 0.487 -0.118 -0.614
N 13.2377 0.4650 -8.1919 -0.843 0.341 0.633
C 13.8712 3.9912 0.6800 -0.837 0.503 0.295
C 11.2620 -4.8720 -8.9944 0.883 0.709 -0.684
C 14.1493 -1.0452 -1.3987 0.416 -1.449 1.045
C 21.6843 -2.2072 -3.9784 0.017 0.913 0.334
C 9.0871 1.5841 -2.8881 -1.331 -0.350 -0.691
C 12.2634 2.1427 1.0410 1.278 -0.426 -0.677
C 11.9627 -1.3203 -9.2189 -0.409 0.416 0.103
C 6.5192 0.2256 -9.2075 0.223 -1.063 0.660
C 12.4425 -5.6834 -8.4715 -0.226 -1.190 0.541
C 21.5171 -2.4829 -2.4952 0.290 0.283 1.270
C 17.9769 -2.1523 -2.9517 -1.331 1.403 0.512
C 8.7650 0.0747 -2.7113 -0.551 1.596 0.286
C 15.1346 3.8406 -3.0702 1.024 -0.610 -0.499
C 9.2080 -1.1845 -6.4189 -0.223 0.628 -0.581
C 12.1850 0.2122 -9.2062 1.160 -0.259 0.275
C 12.6017 0.8197 -10.5447 -0.651 -0.002 0.034
C 13.5917 -4.8012 -8.0016 0.033 0.454 0.637
C 13.6347 -1.5397 -4.9878 0.906 0.860 -0.420
C 9.7585 -1.5857 -10.0719 -0.761 -1.119 -0.318
C 15.5821 2.4059 -3.3379 0.327 -0.048 0.172
C 15.7640 4.8113 -4.0808 -0.539 -0.196 -0.793
C 12.5911 -0.5017 -4.5052 -2.265 1.016 0.120
C 8.8229 2.0125 -4.3232 -0.119 -0.270 -0.673
C 20.0551 -2.8021 -2.0533 2.063 -0.096 -1.298
C 7.1345 -0.0037 -6.7521 -0.856 -1.543 -0.022
C 15.8284 -4.7102 -7.3486 1.070 0.134 0.486
C 10.5797 -7.0726 -4.1457 -0.607 -0.395 1.029
C 12.7914 -0.8857 -2.0440 0.054 1.351 0.569
C 19.5400 -0.5069 0.9795 0.184 -0.099 0.622
C 17.7286 5.8080 -4.8975 0.173 0.287 -0.596
C 7.1525 -1.5914 -2.9214 0.463 0.709 0.165
C 5.9766 0.0353 -7.7626 0.532 0.851 -0.643
C 19.4619 0.7806 0.1512 0.122 -0.213 0.353
C 10.9384 0.2281 1.3173 -0.263 -0.526 -0.257
C 18.0098 1.1860 -0.1429 0.115 0.028 -0.320
C 21.0017 -2.1711 1.8480 -0.213 -0.139 0.678
C 10.2604 -3.1993 -1.2103 -0.073 0.226 -0.019
C 12.8153 3.1329 -0.0118 -0.404 -0.070 0.939
C 10.2896 -5.5818 -4.0635 0.328 0.634 -0.291
C 10.2826 -5.0900 -2.6316 0.666 0.029 0.744
H 13.8044 -0.3611 -8.0257 0.185 0.029 -0.447
H 14.5546 3.4249 1.3115 0.161 -0.074 -0.232
H 17.4275 0.3804 -0.5976 0.132 -0.096 -0.123
H 12.7621 -6.4184 -9.2152 0.425 0.611 -0.492
H 11.4588 -7.3934 -3.5788 0.290 0.449 -0.114
H 10.5084 -5.4280 -9.5488 -0.065 -0.435 0.555
H 19.0588 -0.3740 1.9546 -0.434 -0.016 -0.064
H 12.1463 -0.2735 -1.4020 0.065 -0.408 0.529
H 17.5772 5.4678 -5.9293 -0.171 -0.174 0.016
H 13.3065 4.6584 1.3389 0.215 0.112 0.140
H 21.3849 -1.1674 -4.1243 -0.718 -0.277 -0.457
H 9.3715 1.4364 -5.0747 0.319 -0.046 0.226
H 13.3197 -4.3000 -7.0643 -0.535 0.197 -0.119
H 11.2670 -5.2751 -2.1810 0.001 -0.492 0.076
H 16.6654 2.2956 -3.2829 0.020 0.194 -0.030
H 7.4105 0.8525 -9.1484 -0.051 0.155 -0.263
H 20.0636 -2.9609 -0.9735 -0.367 0.104 0.101
H 9.4394 -0.5009 -3.3542 0.181 -0.238 0.278
H 11.5792 -1.6218 -8.2370 -0.328 0.134 0.055
H 9.2876 -5.3705 -4.4500 0.064 -0.091 -0.289
H 9.8746 -0.4473 -6.8794 0.300 0.070 0.398
H 12.4722 2.2563 -5.4603 -0.289 -1.673 0.402
H 22.7327 -2.1417 -4.2710 0.112 -0.615 0.213
H 9.7703 -7.5820 -3.6142 -0.124 -0.232 -0.365
H 6.8217 -0.7597 -9.5697 0.270 0.102 -0.103
H 10.6771 -7.4607 -5.1565 -0.218 0.187 -0.078
H 14.3909 4.6410 -0.0218 0.159 -0.178 -0.030
H 11.0728 1.3057 -2.9468 0.135 0.218 -0.534
H 20.6141 -2.1815 2.8749 -0.242 0.062 0.006
H 7.7714 1.8069 -4.5313 -0.032 0.058 0.063
H 15.1645 1.7227 -2.5957 -0.153 -0.013 -0.093
H 10.2070 -0.4105 0.8154 -0.464 0.557 -0.027
H 15.1891 5.7479 -4.0841 0.401 0.394 0.426
H 6.1038 -1.7505 -3.1538 0.057 -0.078 -0.143
H 11.9522 2.6764 1.9461 -0.542 0.055 -0.094
H 9.4203 -0.6085 -9.7251 0.479 0.163 0.084
H 11.2997 -3.1982 -0.8664 0.126 -0.628 -0.012
H 13.2670 4.6899 -2.8257 -0.015 0.034 -0.022
H 15.4064 4.0872 -2.0407 0.038 0.305 -0.054
H 11.6699 -1.0877 -4.3419 -0.064 -0.749 -0.304
H 17.8984 -2.5247 -3.9744 0.740 -0.525 0.094
H 11.5412 -6.0635 -6.6427 -0.311 0.399 -0.741
H 9.2511 -1.8059 -11.0140 0.291 0.377 -0.275
H 8.3445 2.1722 -2.3389 0.179 -0.235 0.538
H 13.3240 2.5655 -0.7947 -0.331 -0.185 -0.161
H 18.0903 2.0020 -0.8621 -0.190 -0.039 -0.093
H 17.3434 6.8314 -4.8418 -0.081 0.013 0.185
H 13.3665 3.1533 -6.3619 -0.129 0.037 0.028
H 11.8371 0.5791 -11.2864 0.389 -0.317 -0.308
H 18.8047 5.8305 -4.7370 -0.059 -0.052 0.228
H 13.6094 0.4991 -10.8095 -0.175 -0.384 -0.249
H 13.1022 1.5064 1.3527 0.105 -0.011 0.121
H 16.7394 -5.3071 -7.2754 -0.147 -0.257 -0.101
H 10.5463 0.6401 2.2488 -0.005 -0.425 0.198
H 9.6160 -3.7379 -0.5126 0.079 -0.091 0.139
H 14.8180 -1.7472 -1.9045 -0.105 0.274 -0.537
H 19.8835 1.6078 0.7262 0.303 -0.081 0.009
H 8.9849 3.0684 -4.5463 0.175 0.053 0.381
H 17.3328 -1.2669 -2.9874 0.232 0.225 0.020
H 22.4247 -3.9131 -1.1731 -0.376 0.486 0.208
H 12.7022 -7.0270 -6.8760 0.513 -0.186 -0.831
H 17.4216 1.5602 0.6960 0.310 -0.128 0.298
H 9.3167 -2.3598 -9.4333 0.247 0.191 0.574
H 14.0104 -1.5717 -0.4439 -0.209 0.132 0.120
H 15.2642 2.0763 -4.3295 -0.081 -0.044 0.014
H 11.2223 3.4166 -1.2550 -0.117 0.062 -0.035
H 21.7777 -1.5681 -1.9559 0.113 0.081 -0.042
H 15.7540 -4.2047 -6.3773 -0.507 -0.032 0.100
H 16.0588 -3.9179 -8.0692 -0.425 -0.087 -0.348
H 12.2012 -5.2075 -4.6285 -0.046 -0.366 -0.139
H 11.6371 -4.1778 -9.7520 0.030 0.185 0.126
H 12.9300 -1.8285 -9.2401 0.070 0.024 -0.675
H 4.2465 1.1041 -7.9218 -0.108 -0.365 0.144
H 8.9012 -0.0848 -1.6336 0.372 -0.608 -0.034
H 14.7342 -0.1664 -1.1283 -0.403 0.382 -0.427
H 17.4512 -2.7732 -2.2223 0.310 -0.531 -0.143
H 12.6963 0.4906 -7.3267 0.484 0.199 0.434
H 10.0038 -2.1407 -1.1687 -0.370 -0.037 -0.362
H 12.6519 1.9107 -10.5540 -0.083 0.022 0.556
H 19.8731 -3.7510 -2.5683 -0.790 0.014 0.069
H 9.0876 -0.9754 -5.3540 0.094 -0.074 0.042
H 13.8384 -3.9999 -8.7081 0.054 -0.182 -0.295
H 10.5613 1.4504 -1.4868 -0.432 0.285 0.228
H 5.4196 -0.8966 -7.6683 0.021 -0.056 -0.106
H 12.2867 -1.8460 -2.1550 0.172 0.021 -0.660
H 13.1443 3.5765 -4.7891 0.449 0.366 1.048
H 7.6097 0.9777 -6.6893 0.426 -0.093 -0.147
H 11.3012 0.7012 -8.7905 -0.220 0.043 -0.406
H 21.1434 -2.9239 -4.5960 -0.035 0.169 -0.173
H 19.0489 -1.3092 0.4181 -0.201 -0.081 0.011
H 5.8139 0.6077 -9.9443 -0.206 0.226 0.313
H 6.6991 -0.2814 -5.7894 -0.003 0.620 0.299
H 11.7370 -0.5096 1.4670 0.518 0.555 0.380
H 19.8062 -0.1994 -1.5646 -0.002 0.566 -0.136
H 10.8288 -4.2604 -8.2015 -0.201 -0.164 0.059
H 20.4710 -2.9528 1.2948 0.021 0.000 -0.163
H 11.1246 4.3498 0.0823 0.186 -0.039 0.224
H 21.1511 0.4024 -0.9520 0.035 0.242 0.281
H 9.6416 -2.1706 -6.5824 -0.172 -0.087 0.085
H 9.5076 -5.6258 -2.0717 -0.005 0.037 0.184
H 22.0529 -2.4375 1.9517 0.065 0.147 -0.368
H 7.3710 -1.9442 -1.9085 -0.162 0.018 0.153
H 13.2445 3.0836 -2.8463 0.094 -0.058 0.073
H 15.5735 4.4279 -5.0970 -0.200 -0.334 -0.017
H 7.8375 -2.1356 -3.5758 -0.248 -0.172 -0.248
H 5.4478 2.0352 -7.5607 0.539 -0.142 0.168
H 22.4556 -4.2649 -2.7370 0.139 0.021 -0.054
H 11.3662 -3.8999 -4.6497 -0.663 0.100 -0.047
```
Forces are in eV/Å.

The value obtained for the HOMO-LUMO gap is 8.84 eV. The value obtained for the energy above the lowest of the compared OMol25 structures with the same formula, charge and spin is 0.00 kcal/mol.



Per-record LUMO level, Eh: 0.1419 0.0111
Per-record calculated total energy, eV: -332058.123 -89359.035